(1)
{"formula": "C26H19BiCl3GeN4O4", "method": "ωB97M-V/def2-TZVPD", "multiplicity": 2, "charge": 0, "e_above_lowest_ev": 1.575, "homo_energy_ev": [-7.6, -7.6], "s_squared": 0.75, "fmax_ev_per_a": 4.8, "e_tot_ha": -5194.37060, "elements": ["Bi", "O", "C", "N", "C", "C", "C", "C", "C", "C", "N", "C", "O", "C", "C", "C", "C", "C", "N", "C", "C", "C", "C", "C", "N", "H", "H", "H", "H", "H", "H", "H", "H", "H", "H", "H", "H", "C", "C", "O", "C", "C", "C", "C", "C", "C", "O", "H", "H", "H", "H", "H", "H", "H", "Cl", "Ge", "Cl", "Cl"], "xyz": [[10.8707, 6.4776, 10.8552], [7.1551, 7.8803, 12.5895], [8.2283, 7.2732, 12.4433], [8.6950, 6.5208, 11.4120], [7.8078, 6.3757, 10.3042], [6.4185, 6.4302, 10.3661], [5.6384, 6.1704, 9.2292], [6.2388, 5.8784, 8.0215], [7.5878, 5.7590, 7.9505], [8.4104, 5.8942, 9.0484], [9.7732, 5.6546, 9.0380], [10.5146, 5.2524, 7.9486], [10.0237, 4.7231, 6.9435], [12.0635, 5.3792, 7.9517], [12.8194, 4.8134, 6.8861], [14.1454, 5.0295, 6.7314], [14.7104, 5.7688, 7.7475], [13.9846, 6.2972, 8.7681], [12.6752, 6.1373, 8.9110], [9.2938, 7.3493, 13.5606], [8.9304, 7.6296, 14.8626], [9.9503, 7.7140, 15.7762], [11.2528, 7.5521, 15.4785], [11.4763, 7.3657, 14.1280], [10.5292, 7.2605, 13.2324], [5.9911, 6.7618, 11.2640], [4.5619, 6.3372, 9.1652], [5.6315, 5.8247, 7.1178], [8.0594, 5.4599, 6.9935], [12.1613, 4.3309, 6.2158], [14.6040, 4.6135, 5.8004], [15.7722, 6.0286, 7.7804], [14.5108, 6.8903, 9.5185], [7.9628, 7.8980, 15.1328], [9.5568, 8.0666, 16.8010], [11.9874, 7.7277, 16.1987], [12.6077, 7.1957, 13.7905], [8.4974, 11.3322, 12.5416], [9.5591, 10.5032, 11.7727], [10.4852, 9.9752, 12.4469], [9.3784, 10.3219, 10.3349], [8.5651, 11.2501, 9.6359], [8.2809, 11.0432, 8.3180], [8.8720, 9.9641, 7.6223], [9.7810, 9.0838, 8.2472], [10.0041, 9.2105, 9.6423], [10.9423, 8.4819, 10.2969], [8.7009, 11.3423, 13.5974], [7.5080, 10.8455, 12.3886], [8.4720, 12.3220, 12.0747], [8.1485, 12.0917, 10.0742], [7.5299, 11.6416, 7.7468], [8.6525, 9.9302, 6.5843], [10.4301, 8.4477, 7.6479], [13.4381, 10.6190, 15.0039], [11.6471, 11.6259, 14.3875], [11.1448, 13.0215, 15.9703], [12.0574, 12.8817, 12.7043]], "forces_ev_per_angstrom": [[-0.245, -0.378, -0.158], [1.549, -1.003, -0.093], [0.425, 0.768, 1.044], [-1.298, 0.770, -0.808], [0.942, -1.899, -1.907], [0.319, -0.038, -1.201], [-0.141, 0.543, -0.239], [-1.322, 0.527, 0.153], [1.821, -0.983, -1.709], [-1.447, 0.801, 1.635], [2.596, 0.820, 0.162], [-0.936, -1.010, -0.639], [0.785, 0.603, 0.710], [0.979, 0.883, 0.815], [-3.016, 0.695, 1.297], [0.246, -0.527, -0.825], [2.414, 0.394, -0.567], [-0.195, 0.371, 1.051], [-1.268, -1.066, -1.358], [-3.384, 0.768, 0.265], [1.354, -0.164, -0.854], [-3.116, 1.473, 3.405], [-0.172, 0.173, -1.615], [4.214, -0.942, 0.071], [1.986, -0.757, -1.171], [-0.696, 0.194, 0.858], [0.224, -0.146, 0.716], [0.173, -0.194, 0.223], [-0.446, 0.306, 0.849], [-0.136, -0.766, -1.004], [0.134, 0.597, 1.246], [-0.265, -0.269, -0.307], [-0.301, -0.087, -0.088], [-1.623, 0.051, 0.232], [1.217, -0.824, -1.348], [1.268, -0.052, 0.743], [-2.599, 0.582, 0.388], [-0.089, -0.821, -1.613], [1.018, -0.612, 2.693], [-1.613, 1.172, -1.336], [0.211, -0.552, -0.754], [0.844, -2.126, -0.422], [-0.610, -0.761, -1.685], [0.606, 0.273, 1.619], [-0.418, 1.059, 0.217], [0.197, 1.353, 0.087], [-0.751, 0.136, -0.774], [0.294, 0.180, 0.301], [0.564, 0.333, 0.018], [-0.136, 0.025, 0.519], [-0.626, 1.258, 1.140], [0.924, -0.239, 0.746], [0.073, -0.461, -0.802], [-0.410, -0.276, 0.242], [0.392, -0.182, 0.037], [-0.650, -0.206, -0.116], [-0.040, 0.063, 0.178], [0.176, 0.167, -0.270]]}

---

(2)
{"formula": "C26H19CrNO2S5", "method": "ωB97M-V/def2-TZVPD", "multiplicity": 2, "charge": -1, "e_above_lowest_ev": 0.000, "homo_energy_ev": [-3.5, -3.5], "s_squared": 0.76, "fmax_ev_per_a": 0.5, "e_tot_ha": -4242.98243, "elements": ["Cr", "S", "C", "C", "C", "C", "C", "C", "S", "C", "C", "C", "C", "C", "C", "C", "S", "C", "C", "C", "C", "C", "C", "S", "N", "H", "H", "H", "H", "H", "H", "H", "H", "H", "H", "H", "H", "H", "H", "H", "O", "C", "O", "C", "C", "C", "C", "C", "C", "S", "H", "H", "H", "H"], "xyz": [[0.1245, -0.4548, -0.3338], [0.1326, -2.1252, -1.9061], [-0.8075, -1.3285, -3.1692], [-0.7007, -1.7888, -4.4879], [-1.3783, -1.1783, -5.5260], [-2.2003, -0.0812, -5.2892], [-2.3404, 0.3815, -3.9923], [-1.6433, -0.2225, -2.9545], [-1.8922, 0.2964, -1.2742], [-1.3866, 2.0553, -1.2323], [-0.6994, 2.3464, 0.0802], [-0.7904, 3.5876, 0.6823], [-0.0940, 3.8075, 1.8624], [0.6369, 2.7829, 2.4293], [0.6511, 1.5488, 1.7969], [1.3360, 0.3487, 2.3751], [2.1137, -0.6534, 1.0712], [3.2059, 0.5870, 0.4064], [4.3374, 0.9246, 1.1427], [5.1982, 1.9120, 0.7005], [4.9207, 2.5547, -0.5030], [3.8077, 2.2091, -1.2427], [2.9175, 1.2130, -0.8115], [1.5778, 0.7569, -1.8396], [0.0292, 1.3684, 0.6312], [-0.0509, -2.6321, -4.6828], [-1.2608, -1.5587, -6.5335], [-2.7327, 0.3970, -6.1007], [-3.0008, 1.2131, -3.7770], [-2.2624, 2.6949, -1.3374], [-0.6936, 2.2347, -2.0563], [-1.3976, 4.3613, 0.2339], [-0.1404, 4.7740, 2.3474], [1.1533, 2.9077, 3.3700], [0.5606, -0.2791, 2.8228], [2.0686, 0.6282, 3.1296], [4.5358, 0.4011, 2.0704], [6.0736, 2.1745, 1.2795], [5.5818, 3.3313, -0.8680], [3.6001, 2.7088, -2.1802], [-2.6806, -2.0525, 0.3037], [-1.9935, -1.7038, 1.2432], [-0.7855, -1.1686, 1.0761], [-2.3413, -2.0191, 2.6612], [-2.8120, -3.3180, 2.8693], [-3.1280, -3.7829, 4.1304], [-2.9820, -2.9066, 5.2076], [-2.5555, -1.6136, 5.0021], [-2.2340, -1.1034, 3.7241], [-1.8083, 0.5790, 3.5673], [-2.9188, -3.9592, 2.0028], [-3.4766, -4.7973, 4.2750], [-3.2164, -3.2356, 6.2141], [-2.4737, -0.9282, 5.8369]], "forces_ev_per_angstrom": [[-0.218, -0.182, -0.119], [-0.052, 0.054, -0.006], [0.042, -0.049, -0.013], [0.003, -0.007, 0.017], [-0.020, 0.021, -0.021], [0.016, -0.016, 0.000], [-0.015, 0.002, -0.030], [0.013, -0.019, 0.042], [0.137, 0.099, -0.005], [-0.016, 0.061, -0.054], [-0.066, 0.050, 0.006], [-0.004, -0.081, 0.032], [-0.006, 0.026, 0.018], [-0.060, -0.049, 0.015], [0.003, 0.020, -0.014], [0.020, -0.003, -0.050], [0.033, -0.008, 0.027], [-0.016, -0.018, 0.004], [0.014, 0.007, 0.009], [0.006, 0.012, -0.011], [0.008, -0.004, 0.015], [0.004, 0.006, 0.002], [-0.034, 0.006, -0.094], [0.056, 0.072, 0.043], [0.130, 0.169, -0.026], [0.004, -0.010, 0.006], [-0.003, 0.006, -0.003], [-0.005, 0.005, -0.005], [-0.002, 0.010, 0.005], [0.016, 0.000, -0.015], [0.003, -0.033, 0.019], [0.003, 0.016, -0.001], [-0.005, 0.004, 0.003], [0.003, 0.012, 0.004], [0.024, 0.020, 0.047], [0.025, -0.011, -0.018], [-0.002, -0.008, 0.012], [0.006, -0.001, 0.005], [0.009, 0.004, 0.003], [-0.009, 0.000, -0.011], [-0.096, 0.150, 0.143], [0.124, -0.392, -0.206], [0.083, -0.037, 0.200], [-0.136, -0.032, -0.116], [0.003, -0.008, -0.039], [0.036, 0.073, 0.050], [-0.025, -0.086, -0.058], [0.004, 0.094, 0.054], [0.054, 0.071, 0.186], [-0.083, 0.023, -0.073], [0.002, -0.007, -0.001], [-0.004, -0.011, 0.007], [-0.006, -0.013, 0.008], [0.002, -0.010, 0.005]]}

---

(3)
{"formula": "C26H19F12N2O2Sn", "method": "ωB97M-V/def2-TZVPD", "charge": -1, "e_above_lowest_ev": 0.032, "homo_energy_ev": -4.3, "fmax_ev_per_a": 0.3, "e_tot_ha": -2675.07789, "elements": ["Sn", "C", "C", "C", "C", "C", "N", "C", "C", "C", "C", "C", "C", "C", "C", "O", "C", "F", "F", "F", "C", "F", "F", "F", "C", "C", "C", "O", "C", "F", "F", "F", "C", "F", "F", "F", "H", "H", "H", "H", "H", "H", "H", "H", "H", "H", "H", "H", "C", "C", "C", "C", "N", "C", "C", "H", "H", "H", "H", "H", "H", "H"], "xyz": [[-0.5455, 0.2055, -0.1164], [5.3474, 2.8844, 1.5737], [4.2474, 1.8822, 1.3564], [4.4527, 0.7282, 0.6028], [3.4195, -0.1598, 0.4005], [2.1432, 0.0529, 0.9364], [1.1198, -0.8611, 0.6324], [1.1446, -2.1161, 1.1874], [2.1556, -2.4600, 2.1091], [2.2846, -3.7280, 2.6323], [1.3963, -4.7390, 2.2932], [1.5051, -6.1233, 2.8682], [0.3599, -4.3957, 1.4374], [0.1814, -3.1256, 0.8987], [-1.0427, -2.8391, 0.0050], [-1.5416, -1.5706, 0.0934], [-2.2698, -3.7290, 0.3735], [-2.1548, -5.0353, 0.0308], [-3.3783, -3.2988, -0.2407], [-2.5089, -3.6901, 1.6881], [-0.6427, -3.1440, -1.4649], [0.3400, -2.3152, -1.8522], [-0.1833, -4.3944, -1.6465], [-1.6551, -2.9709, -2.3328], [1.9162, 1.2168, 1.6929], [2.9876, 2.0948, 1.8875], [0.5484, 1.5048, 2.3752], [-0.5380, 0.8523, 1.8870], [0.6828, 1.0784, 3.8614], [-0.4164, 1.3749, 4.5681], [0.8696, -0.2421, 3.9385], [1.7213, 1.6559, 4.5051], [0.2079, 3.0310, 2.3061], [0.9407, 3.8278, 3.1200], [0.3749, 3.4929, 1.0566], [-1.0652, 3.2534, 2.6377], [6.3210, 2.4630, 1.3209], [5.3847, 3.2134, 2.6133], [5.2036, 3.7738, 0.9561], [5.4276, 0.5293, 0.1711], [3.5664, -1.0618, -0.1819], [2.8584, -1.6978, 2.4139], [3.0923, -3.9263, 3.3301], [2.5250, -6.3348, 3.1948], [1.2311, -6.8835, 2.1342], [0.8517, -6.2596, 3.7344], [-0.3494, -5.1702, 1.1843], [2.8372, 2.9762, 2.4928], [2.1905, -2.7569, -6.0139], [1.8626, -1.6736, -5.0277], [0.6007, -1.1024, -4.9617], [0.3479, -0.1191, -4.0151], [1.2561, 0.3296, -3.1582], [2.4663, -0.2196, -3.2218], [2.8133, -1.2106, -4.1247], [1.3169, -3.0303, -6.6044], [2.5487, -3.6517, -5.5029], [2.9750, -2.4352, -6.7015], [-0.1929, -1.4337, -5.6197], [-0.6456, 0.3082, -3.9235], [3.1901, 0.1337, -2.4939], [3.8132, -1.6272, -4.1087]], "forces_ev_per_angstrom": [[-0.144, 0.194, -0.222], [0.078, 0.036, 0.022], [-0.017, -0.065, -0.040], [-0.005, 0.041, 0.024], [-0.022, 0.007, -0.005], [-0.039, 0.022, 0.101], [0.245, -0.098, -0.178], [-0.110, -0.045, 0.018], [0.033, -0.047, -0.032], [-0.017, -0.009, 0.029], [-0.023, 0.090, -0.030], [0.035, -0.115, 0.019], [-0.032, -0.025, 0.009], [0.042, 0.111, -0.020], [0.155, -0.020, 0.147], [-0.140, -0.095, 0.025], [-0.080, -0.029, -0.006], [0.044, -0.056, -0.033], [-0.029, 0.023, -0.019], [0.008, 0.010, 0.075], [-0.002, -0.005, -0.052], [0.061, 0.079, -0.009], [0.016, -0.081, 0.001], [-0.049, -0.010, -0.002], [0.067, -0.002, -0.008], [-0.092, 0.013, -0.010], [0.162, -0.049, 0.026], [-0.141, 0.055, -0.011], [-0.001, -0.070, 0.036], [-0.052, 0.033, 0.035], [0.000, -0.023, 0.000], [0.054, 0.041, 0.009], [-0.073, -0.011, 0.121], [0.090, 0.027, 0.019], [0.039, 0.002, -0.099], [-0.079, 0.022, 0.006], [-0.002, -0.015, -0.002], [-0.014, 0.003, 0.008], [-0.016, 0.005, -0.012], [0.023, 0.007, -0.001], [-0.004, -0.007, 0.006], [-0.002, -0.007, 0.005], [0.004, -0.018, 0.004], [0.005, 0.016, 0.002], [-0.015, 0.007, -0.010], [-0.013, 0.019, 0.004], [0.004, -0.032, 0.012], [0.026, 0.053, 0.001], [-0.004, -0.032, -0.060], [0.004, 0.005, 0.013], [-0.013, 0.013, 0.035], [-0.050, -0.030, 0.003], [0.046, 0.047, 0.007], [0.067, -0.063, 0.051], [-0.022, 0.017, 0.024], [-0.008, -0.003, 0.009], [-0.002, 0.002, 0.015], [0.012, 0.008, 0.012], [-0.003, -0.005, -0.013], [0.005, 0.030, -0.018], [-0.016, 0.043, -0.029], [0.009, -0.010, -0.011]]}

---

(4)
{"formula": "C26H19N4O4Os", "method": "ωB97M-V/def2-TZVPD", "multiplicity": 5, "charge": 1, "homo_energy_ev": [-10.0, -10.2], "s_squared": 6.04, "fmax_ev_per_a": 2.7, "e_tot_ha": -1612.53899, "elements": ["Os", "O", "C", "N", "C", "C", "C", "C", "C", "C", "N", "C", "O", "C", "C", "C", "C", "C", "N", "C", "C", "C", "C", "C", "N", "H", "H", "H", "H", "H", "H", "H", "H", "H", "H", "H", "H", "C", "C", "O", "C", "C", "C", "C", "C", "C", "O", "H", "H", "H", "H", "H", "H", "H"], "xyz": [[-0.6487, 0.9434, -0.1989], [-2.5938, -0.2198, -3.6134], [-2.1662, 0.3012, -2.6007], [-1.1863, -0.1541, -1.7751], [-0.5337, -1.3576, -2.0425], [-0.5860, -2.0374, -3.2644], [0.1417, -3.1942, -3.4650], [0.9532, -3.7092, -2.4665], [1.0032, -3.0704, -1.2393], [0.2605, -1.9217, -1.0232], [0.2964, -1.2498, 0.2523], [1.5823, -0.0610, 2.0091], [2.5668, -0.7911, 2.6110], [0.9650, 1.0927, 2.4692], [1.3360, 1.5758, 3.7546], [0.7352, 2.6886, 4.2720], [-0.2213, 3.3457, 3.4910], [-0.5200, 2.8421, 2.2418], [0.0078, 1.7381, 1.7107], [-2.7574, 1.5946, -2.1209], [-3.7185, 2.1982, -2.9205], [-4.3054, 3.3766, -2.4980], [-3.8993, 3.8998, -1.2789], [-2.9361, 3.2351, -0.5391], [-2.3583, 2.0986, -0.9373], [-1.1910, -1.6455, -4.0647], [0.0784, -3.6927, -4.4197], [1.5445, -4.5940, -2.6401], [1.6325, -3.4549, -0.4504], [2.0922, 1.0262, 4.2889], [0.9959, 3.0540, 5.2523], [-0.7178, 4.2312, 3.8456], [-1.2267, 3.3680, 1.6172], [-3.9739, 1.7171, -3.8540], [-5.0594, 3.8664, -3.0954], [-4.3245, 4.8158, -0.9018], [-2.6407, 3.6426, 0.4167], [-0.5809, -3.0019, 1.8606], [-0.7417, -1.7058, 1.1552], [-1.7035, -0.9861, 1.2693], [1.5945, -0.8333, 0.7398], [2.6265, -1.7313, 1.4908], [3.9805, -1.8432, 0.8913], [4.3881, -0.9798, -0.0598], [3.5496, 0.0288, -0.6032], [2.2156, 0.1315, -0.2925], [1.4327, 1.0162, -0.7625], [-1.5411, -3.3215, 2.2578], [0.1008, -2.8647, 2.7012], [-0.1740, -3.7645, 1.2011], [2.2532, -2.6987, 1.8332], [4.6334, -2.6142, 1.2711], [5.3917, -1.0557, -0.4522], [3.9483, 0.7261, -1.3237]], "forces_ev_per_angstrom": [[1.173, -0.831, -0.717], [-0.028, 0.332, 0.320], [-0.281, -0.053, -0.322], [-0.198, 0.602, 0.060], [0.620, -0.977, 0.117], [-0.127, 0.215, -0.118], [0.159, -0.072, 0.231], [-0.009, 0.005, 0.014], [-0.055, 0.074, -0.028], [-0.188, -0.031, -0.667], [-0.301, 1.074, -0.274], [0.272, -0.738, -0.106], [-0.476, 0.927, 0.593], [0.078, 0.208, 0.537], [-0.124, -0.105, -0.317], [-0.100, -0.054, -0.232], [0.077, -0.119, -0.097], [-0.229, 0.451, 0.219], [0.079, -0.070, 0.020], [-0.425, 0.102, -0.434], [0.174, -0.078, 0.184], [0.195, -0.096, 0.199], [0.040, -0.136, -0.079], [-0.165, 0.414, 0.329], [0.383, -0.370, 0.061], [0.082, -0.061, 0.070], [0.020, -0.023, -0.096], [0.035, -0.099, 0.005], [0.092, -0.052, 0.079], [0.103, -0.039, 0.117], [0.041, 0.040, 0.093], [-0.083, 0.146, -0.014], [0.016, -0.064, 0.057], [0.017, -0.031, 0.037], [-0.028, 0.058, -0.026], [0.009, 0.058, 0.110], [0.051, -0.095, -0.052], [-0.201, -0.171, 0.088], [-0.003, 0.014, 0.212], [-0.003, 0.166, 0.007], [0.464, 0.466, -0.034], [0.366, -0.489, -0.843], [0.039, 0.064, 0.111], [-0.097, -0.626, 0.548], [-1.182, 0.546, -0.094], [2.000, -1.597, 0.383], [-2.483, 0.985, -0.136], [0.002, 0.010, -0.020], [0.113, 0.043, 0.025], [0.063, -0.008, -0.032], [-0.104, 0.126, -0.019], [0.032, -0.075, -0.033], [0.095, -0.055, 0.006], [0.001, 0.092, -0.044]]}

---

Number 4 is which compound?
C26H19N4O4Os